Record 1
# C43H62FN2O3SSi5TeTl

C43H62FN2O3SSi5TeTl as an isolated structure at a distorted geometry (wB97M-V/def2-TZVPD, OMol25).

Computed properties:
LUMO, Ha: 0.147
Orbital gap, eV: 6.2
Relative energy (zero: lowest compared OMol25 entry of this formula, charge and spin), eV: 3.4048
Charge: -2
2S+1: 1

Last column: Löwdin charge in e.
Cartesian coordinates (Å):
Tl -1.1091 -1.0713 0.4790  0.849
N -1.7569 -3.7061 2.1174  0.080
C -1.2749 -4.2182 3.2906  -0.286
C -1.9018 -5.3388 3.8519  -0.032
C -1.4046 -5.9581 4.9759  -0.112
C -0.2518 -5.4591 5.5644  -0.118
C 0.3303 -4.3147 5.0499  -0.057
C -0.1794 -3.6146 3.9465  -0.111
C 0.4848 -2.3349 3.5379  -0.164
C 1.2697 -1.7503 4.5578  -0.071
C 2.1545 -0.7134 4.3540  -0.095
C 2.2880 -0.1913 3.0829  -0.097
C 1.4145 -0.6332 2.1058  -0.239
C 0.4631 -1.6344 2.2974  -0.095
H -2.4643 -4.2811 1.6805  0.106
H -1.0220 -3.5240 1.4547  0.016
H -2.7678 -5.7360 3.3345  0.111
H -1.8753 -6.8532 5.3654  0.091
H 0.2023 -5.9566 6.4130  0.086
H 1.2399 -3.9762 5.5236  0.094
H 1.1579 -2.1095 5.5708  0.092
H 2.7335 -0.3168 5.1804  0.095
H 3.0116 0.5810 2.8565  0.070
H 1.4900 -0.1574 1.1364  0.001
C 2.7075 1.9348 -3.4714  -0.225
Si 1.7053 3.3046 -2.6030  0.356
C 2.5727 4.9160 -3.1563  -0.223
C -0.0023 3.3778 -3.4215  -0.216
Si 1.6342 2.9959 -0.2593  -0.015
Te -0.4463 1.9307 0.6046  0.553
Si 3.8621 2.3999 0.2794  0.377
C 5.1133 3.4201 -0.7470  -0.228
C 4.4247 0.6039 0.0130  -0.212
C 4.3022 2.8636 2.0859  -0.223
Si 1.4688 5.1617 0.6495  0.317
C 1.1565 5.1323 2.5228  -0.232
C 2.9671 6.3239 0.4192  -0.225
C -0.0268 6.0562 -0.1023  -0.228
H 2.6458 2.0068 -4.5601  0.027
H 2.3532 0.9420 -3.1823  0.004
H 3.7627 1.9940 -3.1948  0.004
H 2.4927 5.0641 -4.2359  0.022
H 3.6348 4.8999 -2.9002  0.007
H 2.1317 5.7891 -2.6687  0.002
H 0.0554 3.3406 -4.5121  0.027
H -0.5160 4.3005 -3.1408  0.021
H -0.6306 2.5488 -3.0891  0.008
H 5.1840 3.0571 -1.7749  0.007
H 6.1136 3.3748 -0.3099  0.023
H 4.8210 4.4720 -0.7926  -0.001
H 4.1317 0.2453 -0.9770  0.019
H 3.9778 -0.0723 0.7445  0.007
H 5.5110 0.5136 0.0891  0.025
H 3.4111 3.2145 2.6097  -0.001
H 5.0435 3.6652 2.1149  0.018
H 4.7012 2.0194 2.6512  0.014
H 2.0703 4.9300 3.0852  0.006
H 0.4428 4.3382 2.7543  -0.001
H 0.7422 6.0758 2.8852  0.020
H 3.8413 5.9320 0.9452  0.010
H 2.7641 7.3252 0.8066  0.020
H 3.2328 6.4229 -0.6362  0.001
H -0.8920 5.3894 -0.0668  0.015
H 0.1444 6.3185 -1.1496  0.009
H -0.2811 6.9696 0.4401  0.019
C -5.6069 -0.3062 3.2441  -0.179
Si -3.7067 -0.3190 3.0411  0.375
C -3.1109 -1.9576 3.7358  -0.172
C -3.0937 0.9766 4.3091  -0.177
N -3.2362 -0.1223 1.4104  -0.149
C -3.7458 0.8887 0.6224  -0.465
C -4.3611 2.0491 1.1416  -0.085
C -4.8754 3.0334 0.3153  -0.119
C -4.7838 2.9331 -1.0659  -0.137
C -4.1718 1.8061 -1.6033  -0.105
C -3.6928 0.8043 -0.7837  -0.092
H -5.8995 -0.3035 4.2971  0.016
H -6.0439 -1.1913 2.7748  0.018
H -6.0584 0.5660 2.7677  0.007
H -3.4143 -2.0798 4.7786  0.041
H -2.0231 -1.9924 3.6967  0.004
H -3.4922 -2.8036 3.1648  0.025
H -3.3906 0.6822 5.3197  0.016
H -3.4840 1.9800 4.1247  0.007
H -2.0026 1.0469 4.2887  0.022
H -4.4193 2.1803 2.2146  0.070
H -5.3515 3.9014 0.7606  0.089
H -5.1803 3.7105 -1.7079  0.078
H -4.0772 1.7007 -2.6790  0.097
H -3.2726 -0.0877 -1.2180  0.055
F -0.9174 -0.9687 -6.0217  0.020
C -0.9982 -0.9777 -4.6601  -0.289
C -1.9600 -1.7637 -4.0569  -0.014
C -2.0374 -1.7711 -2.6704  -0.137
C -1.1624 -1.0097 -1.9037  -0.248
C -0.2158 -0.2321 -2.5449  -0.152
C -0.1196 -0.2047 -3.9360  -0.031
H -2.6287 -2.3613 -4.6633  0.114
H -2.7754 -2.4013 -2.1929  0.106
H 0.4650 0.3869 -1.9656  0.041
H 0.6154 0.4090 -4.4423  0.095
C 1.6578 -4.9950 -6.6510  -0.067
C 1.0565 -4.9512 -5.2689  -0.290
C 1.3444 -3.8960 -4.4077  -0.041
C 0.8016 -3.8572 -3.1338  -0.051
C -0.0313 -4.8819 -2.7120  -0.255
C -0.3392 -5.9307 -3.5578  -0.056
C 0.2027 -5.9615 -4.8355  -0.058
S -0.5367 -4.8460 -0.9917  0.438
O 0.7061 -5.0221 -0.2562  -0.331
O -1.5063 -5.9179 -0.8160  -0.356
O -1.1117 -3.5005 -0.8381  -0.445
H 2.3520 -4.1670 -6.7911  0.067
H 0.8832 -4.9214 -7.4174  0.074
H 2.1980 -5.9309 -6.8085  0.071
H 2.0098 -3.1057 -4.7363  0.108
H 1.0030 -3.0445 -2.4472  0.118
H -0.9950 -6.7140 -3.1990  0.105
H -0.0257 -6.7885 -5.5001  0.103

Record 2
# C43H63AsGeN6O4STi

C43H63AsGeN6O4STi as an isolated structure at a distorted geometry (wB97M-V/def2-TZVPD, OMol25).

Computed properties:
LUMO, Ha: -0.204
Orbital gap, eV: 6.7
Relative energy (zero: lowest compared OMol25 entry of this formula, charge and spin), eV: 1.6125
Charge: +2
2S+1: 1

Last column: Löwdin charge in e.
Cartesian coordinates (Å):
Ti -0.0224 0.1918 0.6035  1.091
C -6.7757 0.4739 -1.9964  -0.027
C -5.3853 0.1673 -1.5149  -0.261
C -4.5966 -0.7947 -2.1113  0.016
C -3.3051 -1.0903 -1.6405  -0.140
C -2.6424 -2.1996 -2.2873  -0.066
N -2.0364 -3.1815 -1.7108  0.087
C -1.8577 -3.3921 -0.2697  -0.112
C -3.2012 -3.4092 0.4765  -0.118
C -3.1131 -2.7518 1.8470  -0.127
N -2.4644 -3.6502 2.8043  0.096
C -1.6728 -3.3987 3.8135  0.023
C -0.9555 -2.2578 4.2442  -0.099
C -0.5482 -2.3561 5.6032  0.026
C 0.1822 -1.3976 6.2555  -0.251
C 0.5830 -1.5212 7.6987  -0.027
C 0.5701 -0.2980 5.4831  0.049
C 0.2760 -0.1719 4.1363  -0.118
C 0.7567 1.0246 3.4826  -0.097
N 0.7668 1.3110 2.2360  -0.045
C 1.0563 2.7248 1.9358  -0.154
C -0.2682 3.4584 1.6481  -0.132
C -1.4821 2.7908 2.2881  -0.171
N -1.8187 1.6078 1.4826  0.032
C -2.9722 1.6246 0.9512  -0.070
C -3.5100 0.6796 -0.0257  -0.114
C -4.8079 0.8878 -0.4664  0.037
C -2.7264 -0.3310 -0.6087  -0.271
O -1.4794 -0.5275 -0.2587  -0.215
C -0.5056 -1.1492 3.4462  -0.274
O -0.7492 -1.0428 2.2027  -0.140
H -7.1484 -0.3096 -2.6534  0.085
H -6.7997 1.4140 -2.5504  0.087
H -7.4658 0.5705 -1.1587  0.090
H -4.9886 -1.3625 -2.9490  0.137
H -2.7160 -2.2792 -3.3679  0.150
H -1.5777 -3.8429 -2.3257  0.162
H -1.2172 -2.5974 0.1076  0.085
H -1.3253 -4.3349 -0.1655  0.140
H -3.5690 -4.4347 0.5676  0.125
H -3.9565 -2.8694 -0.0918  0.113
H -4.1152 -2.5436 2.2281  0.145
H -2.5479 -1.8242 1.8095  0.099
H -2.8208 -4.5971 2.7810  0.164
H -1.5624 -4.2601 4.4659  0.150
H -0.8486 -3.2396 6.1565  0.131
H -0.0128 -2.2751 8.2095  0.085
H 0.4511 -0.5755 8.2236  0.089
H 1.6325 -1.8055 7.7887  0.093
H 1.1494 0.4903 5.9553  0.141
H 1.1372 1.7812 4.1725  0.145
H 1.7299 2.7922 1.0844  0.104
H 1.5511 3.1697 2.8017  0.125
H -0.4818 3.4650 0.5780  0.072
H -0.1795 4.4926 1.9808  0.129
H -2.3213 3.4904 2.3026  0.121
H -1.2997 2.4861 3.3217  0.120
H -3.6585 2.4423 1.1907  0.138
H -5.3845 1.6807 0.0001  0.137
C 4.8745 -0.5406 -2.5085  -0.066
C 4.0022 -0.7194 -3.7399  -0.186
N 2.7081 -1.3759 -3.4966  -0.103
C 2.5879 -2.7619 -3.9482  -0.233
C 3.2278 -3.7394 -2.9757  -0.060
C 1.6723 -0.6899 -3.0056  -0.727
S 0.1020 -1.3163 -2.8924  0.752
N 1.9687 0.6033 -2.6967  0.142
C 1.6568 1.3852 -1.7403  -0.361
O 1.0232 1.0836 -0.6185  -0.167
C 2.0863 2.8060 -1.8779  -0.146
C 3.2481 3.1066 -2.5885  -0.010
C 3.6616 4.4203 -2.7283  -0.053
C 2.9162 5.4515 -2.1699  -0.059
C 1.7517 5.1596 -1.4741  -0.067
C 1.3429 3.8420 -1.3272  -0.067
H 5.7725 0.0169 -2.7768  0.086
H 5.1883 -1.5018 -2.1048  0.056
H 4.3519 0.0148 -1.7289  0.064
H 4.5219 -1.3357 -4.4726  0.123
H 3.7989 0.2443 -4.2062  0.112
H 3.0592 -2.8273 -4.9305  0.125
H 1.5321 -2.9809 -4.0706  0.052
H 4.2967 -3.5582 -2.8616  0.072
H 3.1024 -4.7598 -3.3380  0.082
H 2.7583 -3.6570 -1.9946  0.067
H 3.8299 2.3038 -3.0182  0.101
H 4.5705 4.6406 -3.2717  0.113
H 3.2414 6.4771 -2.2807  0.113
H 1.1579 5.9593 -1.0498  0.112
H 0.4096 3.6065 -0.8364  0.061
C 4.2794 -2.6243 0.8944  -0.204
Ge 2.8796 -1.7100 1.9077  0.785
C 2.3165 -2.9536 3.3165  -0.192
C 3.7507 -0.1564 2.7344  -0.200
C 1.4342 -1.3376 0.6098  -0.305
H 5.1999 -2.6453 1.4785  0.029
H 4.4796 -2.1018 -0.0396  -0.008
H 3.9994 -3.6522 0.6633  0.026
H 3.1849 -3.5316 3.6352  0.032
H 1.5658 -3.6528 2.9417  0.022
H 1.9220 -2.4424 4.1911  -0.002
H 4.7885 -0.4294 2.9263  0.027
H 3.2966 0.1127 3.6877  0.005
H 3.7503 0.7170 2.0813  0.020
H 0.8724 -2.2738 0.5061  0.006
H 1.9791 -1.2024 -0.3274  -0.016
C -0.6012 2.2281 -4.3007  -0.185
As -1.7949 2.8742 -2.9467  0.996
C -1.7062 4.7956 -2.9665  -0.189
C -3.5708 2.4345 -3.5433  -0.193
O -1.4832 2.2264 -1.4555  -0.487
H -0.9028 2.6086 -5.2762  0.050
H -0.6288 1.1384 -4.2905  0.004
H 0.4098 2.5613 -4.0727  0.030
H -2.2868 5.1860 -3.8010  0.044
H -0.6703 5.1140 -3.0626  0.026
H -2.1179 5.1673 -2.0294  0.045
H -3.7647 2.8817 -4.5172  0.048
H -4.2886 2.8138 -2.8171  0.039
H -3.6624 1.3517 -3.6101  0.028

no.,HOMO (Ha)
1,-0.082
2,-0.450